# 1
The following is a DFT calculation (ωB97M-V/def2-TZVPD) of a cluster of 4 separate species, C5H15NO3 in total in a non-equilibrium geometry.

Its SMILES is C=NC(=C)CC.O.O.O. The value obtained for the HOMO energy is -9.018 eV. For the electronic energy, the calculation gives -479.86927 a.u. Its energy above the lowest of the compared OMol25 structures with the same formula, charge and spin is 3.872 eV. The value obtained for the LUMO energy is 0.53 eV. As for the molar mass: 137.18 g mol⁻¹.

The geometry in ORCA input format:
```
! RIJCOSX wB97M-V def2-TZVPD def2/J DEFGRID3
* xyz 0 1
C 0.434 -1.846 -2.453
C -0.474 -1.350 -1.356
C -0.008 -0.350 -0.339
C -0.574 -0.462 0.876
C 0.889 1.806 -1.021
N 1.018 0.536 -0.685
H 0.855 -1.019 -3.058
H 1.260 -2.448 -2.088
H -0.250 -2.452 -3.265
H -0.690 -2.324 -0.836
H -1.440 -0.978 -1.884
H -1.129 -1.362 1.197
H -0.304 0.151 1.716
H 1.848 2.254 -1.474
H 0.028 2.482 -0.922
H 2.748 -0.807 2.983
H 2.704 -0.389 1.661
O 3.153 -0.114 2.365
H -3.473 0.623 -0.767
H -2.671 0.538 0.320
O -3.545 0.362 0.160
H -0.329 2.987 2.507
H 0.369 1.988 3.436
O -0.418 2.172 2.929
*
```

Here are the Mulliken charges for atoms 1 to 5, given in e: -1.215 -0.180 1.071 -1.340 -0.289

***

# 2
The following is a DFT calculation (ωB97M-V/def2-TZVPD) of a cluster of 3 separate species, C5H15NO4 in total in a non-equilibrium geometry.

Its SMILES is CNC(=O)C[C@@H](C)O.O.O. The value obtained for the HOMO energy is -9.757 eV. For the electronic energy, the calculation gives -555.20328 a.u. Its energy above the lowest of the compared OMol25 structures with the same formula, charge and spin is 1.284 eV. The value obtained for the LUMO energy is 0.51 eV. As for the molar mass: 153.18 g mol⁻¹.

The geometry in ORCA input format:
```
! RIJCOSX wB97M-V def2-TZVPD def2/J DEFGRID3
* xyz 0 1
C 1.097 1.275 -0.808
C 0.121 1.449 0.374
C -0.281 2.959 0.421
O -1.030 0.662 0.136
C 0.937 -0.047 -1.575
N 1.352 -1.223 -1.047
C 2.088 -1.314 0.208
O 0.562 -0.064 -2.734
H 0.992 2.045 -1.619
H 2.144 1.269 -0.418
H 0.443 1.129 1.377
H -0.772 3.237 -0.532
H -0.917 3.016 1.249
H 0.564 3.533 0.778
H -1.778 1.141 -0.223
H 1.472 -2.076 -1.578
H 3.075 -0.777 0.095
H 2.371 -2.379 0.390
H 1.619 -1.095 1.124
H -2.103 -1.529 2.440
H -1.641 -0.265 3.069
O -2.393 -0.838 2.962
H -2.187 -1.836 0.137
H -0.695 -2.219 0.330
O -1.614 -2.316 0.738
*
```

Here are the Mulliken charges for atoms 1 to 5, given in e: -0.806 0.431 -1.712 -0.407 0.561

***

# 3
The following is a DFT calculation (ωB97M-V/def2-TZVPD) of a cluster of 2 separate species, C5H15NP in total in a non-equilibrium geometry.

The value obtained for the HOMO energy is -13.142 eV. For the electronic energy, the calculation gives -595.21753 a.u. Its energy above the lowest of the compared OMol25 structures with the same formula, charge and spin is 3.418 eV. The value obtained for the LUMO energy is -3.60 eV. As for the molar mass: 120.16 g mol⁻¹.

The geometry in ORCA input format:
```
! RIJCOSX wB97M-V def2-TZVPD def2/J DEFGRID3
* xyz 1 1
C 1.181 -0.715 1.492
C -0.576 -1.953 0.058
C 0.234 0.387 -2.158
C -0.167 -0.622 0.833
C -0.237 0.659 -0.136
N 0.724 1.653 0.392
P -1.949 1.409 -0.073
H 1.419 0.127 2.103
H 1.994 -0.931 0.825
H 1.069 -1.534 2.186
H -1.570 -2.070 -0.192
H -0.545 -2.956 0.660
H 0.041 -1.876 -0.747
H 0.876 -0.415 -2.153
H 0.829 1.271 -2.328
H -0.688 0.043 -2.618
H -0.868 -0.263 1.613
H 0.449 1.891 1.307
H 1.736 1.228 0.473
H 0.637 2.636 -0.229
H -2.588 0.210 0.072
H -2.002 1.823 -1.379
*
```

Here are the Mulliken charges for atoms 1 to 5, given in e: -1.909 -1.296 -1.023 0.390 -0.340

***

# 4
The following is a DFT calculation (ωB97M-V/def2-TZVPD) of a cluster of 2 separate species, C5H15NS in total in a non-equilibrium geometry.

Its SMILES is CCNC.CCS. The value obtained for the HOMO energy is -7.962 eV. For the electronic energy, the calculation gives -652.36681 a.u. Its energy above the lowest of the compared OMol25 structures with the same formula, charge and spin is 1.786 eV. The value obtained for the LUMO energy is 0.86 eV. As for the molar mass: 121.25 g mol⁻¹.

The geometry in ORCA input format:
```
! RIJCOSX wB97M-V def2-TZVPD def2/J DEFGRID3
* xyz 0 1
C 0.549 1.766 -1.213
C -0.903 1.374 -1.511
N -1.209 0.029 -1.025
C -2.597 -0.393 -1.185
H 1.340 1.025 -1.550
H 0.695 2.716 -1.757
H 0.744 1.974 -0.165
H -1.646 2.062 -1.050
H -1.031 1.405 -2.631
H -0.839 -0.368 0.406
H -0.537 -0.656 -1.381
H -3.210 0.266 -0.577
H -2.765 -1.414 -0.805
H -2.965 -0.333 -2.219
C 2.453 0.240 1.669
C 1.907 -0.712 0.672
S -0.095 -1.242 1.380
H 2.498 -0.218 2.656
H 1.810 1.080 1.858
H 3.477 0.586 1.317
H 2.435 -1.677 0.703
H 1.523 -0.424 -0.296
*
```

Here are the Mulliken charges for atoms 1 to 5, given in e: -1.009 -0.424 -0.356 -0.991 0.356

***

# 5
The following is a DFT calculation (ωB97M-V/def2-TZVPD) of the molecule C5H15O2PSSi in a non-equilibrium geometry.

Its SMILES is CCO[P@@H](=S)O[Si](C)(C)C. The value obtained for the HOMO energy is -8.642 eV. For the electronic energy, the calculation gives -1379.09090 a.u. Its energy above the lowest of the compared OMol25 structures with the same formula, charge and spin is 0.889 eV. The value obtained for the LUMO energy is 0.60 eV. As for the molar mass: 198.30 g mol⁻¹.

The geometry in ORCA input format:
```
! RIJCOSX wB97M-V def2-TZVPD def2/J DEFGRID3
* xyz 0 1
C -1.831 2.103 -1.003
C 1.647 -1.286 1.864
C 2.056 -2.081 -1.315
C 1.716 0.968 -0.327
C -2.469 1.745 0.354
O -1.790 0.649 0.998
O -0.279 -1.016 -0.315
Si 1.374 -0.914 -0.013
P -1.621 -0.904 0.510
S -3.271 -1.456 -0.413
H -0.754 2.512 -1.026
H -1.784 1.393 -1.794
H -2.340 2.881 -1.378
H 1.103 -0.323 2.391
H 1.274 -2.274 2.202
H 2.625 -1.344 2.053
H 1.393 -2.193 -2.212
H 3.058 -1.726 -1.746
H 2.078 -3.183 -1.016
H 1.203 1.366 -1.091
H 1.362 1.562 0.564
H 2.683 1.102 -0.565
H -3.583 1.387 0.360
H -2.486 2.454 1.172
H -1.367 -1.419 1.745
*
```

Here are the Mulliken charges for atoms 1 to 5, given in e: -0.982 -1.061 -1.046 -1.198 -0.261

***

# 6
The following is a DFT calculation (ωB97M-V/def2-TZVPD) of a cluster of 3 separate species, C5H15O3 in total in a non-equilibrium geometry.

The value obtained for the HOMO energy is -3.677 eV. For the electronic energy, the calculation gives -425.22002 a.u. Its energy above the lowest of the compared OMol25 structures with the same formula, charge and spin is 0.792 eV. The value obtained for the LUMO energy is 3.67 eV. As for the molar mass: 123.17 g mol⁻¹.

The geometry in ORCA input format:
```
! RIJCOSX wB97M-V def2-TZVPD def2/J DEFGRID3
* xyz -1 1
C -0.909 1.041 0.684
O -0.420 0.043 1.476
C -0.582 0.908 -0.876
C 0.052 -0.454 -1.219
C 1.547 -0.332 -1.474
C -0.625 -1.153 -2.432
H -2.002 1.059 0.736
H -0.402 2.014 0.913
H 0.037 1.664 -1.368
H -1.545 0.949 -1.389
H -0.060 -1.137 -0.372
H 2.045 -1.271 -1.728
H 1.765 0.250 -2.385
H 2.204 0.201 -0.781
H -0.747 -2.232 -2.309
H -0.042 -0.855 -3.314
H -1.632 -0.771 -2.584
H 0.090 0.851 2.883
H 0.750 2.173 2.956
O 0.150 1.656 3.501
H 0.225 -1.902 2.375
H -0.095 -0.895 3.373
O 0.194 -1.809 3.336
*
```

Here are the Mulliken charges for atoms 1 to 5, given in e: -0.305 -0.860 -0.960 1.293 -1.726

***

What did the sixth record say?
The following is a DFT calculation (ωB97M-V/def2-TZVPD) of a cluster of 3 separate species, C5H15O3 in total in a non-equilibrium geometry.

The value obtained for the HOMO energy is -3.677 eV. For the electronic energy, the calculation gives -425.22002 a.u. Its energy above the lowest of the compared OMol25 structures with the same formula, charge and spin is 0.792 eV. The value obtained for the LUMO energy is 3.67 eV. As for the molar mass: 123.17 g mol⁻¹.

The geometry in ORCA input format:
```
! RIJCOSX wB97M-V def2-TZVPD def2/J DEFGRID3
* xyz -1 1
C -0.909 1.041 0.684
O -0.420 0.043 1.476
C -0.582 0.908 -0.876
C 0.052 -0.454 -1.219
C 1.547 -0.332 -1.474
C -0.625 -1.153 -2.432
H -2.002 1.059 0.736
H -0.402 2.014 0.913
H 0.037 1.664 -1.368
H -1.545 0.949 -1.389
H -0.060 -1.137 -0.372
H 2.045 -1.271 -1.728
H 1.765 0.250 -2.385
H 2.204 0.201 -0.781
H -0.747 -2.232 -2.309
H -0.042 -0.855 -3.314
H -1.632 -0.771 -2.584
H 0.090 0.851 2.883
H 0.750 2.173 2.956
O 0.150 1.656 3.501
H 0.225 -1.902 2.375
H -0.095 -0.895 3.373
O 0.194 -1.809 3.336
*
```

Here are the Mulliken charges for atoms 1 to 5, given in e: -0.305 -0.860 -0.960 1.293 -1.726